4 unconnected molecules or ions with the total composition C29H45Br2N2O11P at a distorted geometry. Source: the Open Molecules 2025 dataset; level of theory: ωB97M-V/def2-TZVPD.

ORCA input file:
```
! RIJCOSX wB97M-V def2-TZVPD def2/J DEFGRID3
* xyz 0 1
Br 6.307 2.335 3.835
Br 4.669 -0.627 4.367
P -0.117 -2.017 -2.877
O -9.353 4.211 -0.264
O -1.387 -1.465 -3.704
O -7.415 5.154 -0.688
O 5.670 7.271 -2.675
O 3.632 6.453 -2.738
O -1.673 -5.598 -4.039
O 5.203 5.390 -1.441
O -7.486 3.414 0.810
O -5.571 1.069 4.952
O -3.512 -6.924 -3.668
O -1.482 -7.766 -4.336
N 2.190 -0.991 -0.593
N 1.526 -0.150 2.572
C 6.440 -3.078 2.267
C 5.909 -1.173 0.521
C 4.869 6.281 -2.206
C 0.817 -1.070 0.007
C 7.174 -4.533 2.008
C -2.459 -4.461 -3.688
C -4.253 -0.780 2.965
C 4.770 -0.314 -0.276
C -6.218 0.865 3.633
C 4.108 0.560 2.815
C -2.263 -1.390 1.140
C -6.007 5.241 -0.475
C -8.029 4.181 0.032
C -2.341 -6.778 -3.982
C 4.778 1.865 2.569
C 5.480 -2.693 0.952
C -0.407 -1.588 -0.999
C -3.814 -1.624 1.629
C 2.677 5.477 -2.330
C 4.331 2.864 1.344
C 0.543 -0.670 1.560
C 2.860 -0.053 1.884
C 3.235 -0.470 0.356
C -1.028 -0.859 2.102
C -1.947 -1.749 -0.459
C -5.033 0.614 2.521
C -10.131 3.235 0.426
C 7.013 7.215 -2.196
C -2.052 -9.073 -4.322
H 6.303 -0.500 1.409
H -5.514 4.310 -0.774
H 8.083 -4.353 1.273
H -11.173 3.350 0.113
H 2.529 5.510 -1.245
H 4.309 3.982 1.693
H -5.056 -1.455 3.533
H 3.355 2.507 0.788
H -4.705 1.582 4.833
H -4.591 -1.469 0.739
H -6.805 -0.168 3.724
H -3.392 -0.591 3.735
H -5.789 5.478 0.571
H 7.038 7.319 -1.106
H -3.300 -4.345 -4.379
H 1.022 -1.281 -3.408
H 5.791 -3.116 3.261
H 5.199 2.794 0.528
H 7.537 -4.926 3.048
H 6.355 -5.247 1.538
H -4.241 1.485 2.523
H 7.562 8.053 -2.633
H -10.077 3.392 1.508
H 2.987 4.476 -2.648
H 0.023 -3.450 -2.949
H 7.250 -2.225 2.467
H 4.380 -2.819 1.328
H -2.877 -9.142 -5.038
H -1.277 -9.784 -4.621
H 5.800 -3.456 0.112
H 4.754 -0.733 -1.394
H 6.835 -1.279 -0.223
H -9.803 2.224 0.163
H -2.390 -9.336 -3.314
H -2.820 -2.138 -1.175
H -5.621 6.051 -1.100
H 1.725 5.712 -2.814
H 5.110 0.810 -0.373
H -6.933 1.751 3.340
H -1.270 -0.591 3.230
H -5.494 0.432 1.454
H 7.496 6.285 -2.509
H -3.900 -2.782 1.907
H -1.824 -3.574 -3.768
H -2.812 -4.539 -2.655
*
```

SMILES string = CCCCCc1nc2c([PH2]=O)cc(CCCCO)cc2nc1/C(Br)=C(\C)Br.COC(=O)OC.COC(=O)OC.COC(=O)OC
gap between HOMO and LUMO = 7.036 eV
HOMO = -8.702 eV

---

A molecular structure, C5H11O4Yb at a distorted geometry. Source: the Open Molecules 2025 dataset; level of theory: ωB97M-V/def2-TZVPD.

ORCA input file:
```
! RIJCOSX wB97M-V def2-TZVPD def2/J DEFGRID3
* xyz 0 2
Yb 0.786 1.807 -0.890
O 1.977 0.131 -1.346
O 0.197 -0.219 0.693
O 3.689 0.388 3.603
O -1.429 0.449 -1.378
C 1.291 -1.070 0.557
C -2.310 1.140 -2.243
C -1.084 -0.829 0.582
C 2.124 -0.841 -0.495
C -2.012 0.121 -0.131
H -2.989 -0.365 -0.279
H 3.086 0.047 2.882
H 1.362 -1.928 1.228
H -2.168 1.041 0.460
H 4.546 0.492 3.182
H 3.003 -1.501 -0.590
H -1.713 1.546 -3.068
H -2.808 1.970 -1.716
H -3.070 0.449 -2.641
H -0.996 -1.764 0.009
H -1.482 -1.065 1.581
*
```

ΔE to the lowest compared entry with this formula, charge and spin = 0.000 eV
⟨S²⟩ = 0.751
gap between HOMO and LUMO (spin up / spin down) = 5.241 / 7.294 eV
HOMO (spin up / spin down) = -4.736 / -7.336 eV

---

A molecular structure, C19H40MoP2 at a distorted geometry. Source: the Open Molecules 2025 dataset; level of theory: ωB97M-V/def2-TZVPD.

ORCA input file:
```
! RIJCOSX wB97M-V def2-TZVPD def2/J DEFGRID3
* xyz 2 3
Mo -0.265 -2.577 -0.848
P -2.853 -0.095 -0.349
P 0.661 -2.943 1.295
C 1.069 -3.618 2.869
C 2.153 0.458 0.094
C -3.839 -3.685 -1.397
C 2.263 1.055 -1.300
C -2.476 -5.822 -1.846
C -3.862 -0.092 -1.866
C -3.797 -5.017 -2.067
C -1.289 0.796 -0.655
C -2.177 -5.383 0.614
C -1.660 -5.480 -0.629
C -4.429 -3.486 -0.184
C -1.188 -2.330 1.255
C 1.643 1.485 1.099
C -4.653 -4.542 0.884
C -2.084 -1.772 0.058
C 1.498 -0.978 0.155
C -3.630 -5.681 1.004
C -3.855 0.442 1.063
C 1.235 -4.190 0.085
H 1.304 1.466 -1.628
H -4.642 -5.621 -1.670
H -1.030 -1.517 1.996
H -3.556 -2.825 -2.019
H -1.532 1.454 -1.503
H -5.008 -2.541 -0.008
H -3.959 0.950 -2.229
H 2.099 -3.319 3.112
H 0.740 -4.138 -0.951
H -4.895 0.089 1.061
H 0.978 -5.154 0.589
H -0.930 1.295 0.246
H -3.886 1.555 1.033
H 3.011 1.857 -1.303
H -0.566 -5.585 -0.767
H -5.673 -4.965 0.775
H -0.520 0.024 -0.865
H -3.076 -2.241 0.190
H -1.803 -3.133 1.747
H -4.889 -0.462 -1.765
H -1.930 -2.189 -1.049
H -4.698 -3.995 1.840
H 0.388 -3.278 3.664
H -3.411 -0.670 -2.691
H -3.976 -4.916 -3.161
H 3.182 0.235 0.402
H -4.004 -6.531 0.414
H 1.824 -1.336 1.195
H 2.338 -4.177 -0.045
H 2.161 -1.567 -0.504
H -2.751 -6.895 -1.867
H 1.024 -4.715 2.789
H -3.673 -6.030 2.054
H 2.406 2.272 1.212
H -1.489 -5.330 1.481
H -3.359 0.087 1.996
H 0.701 1.939 0.770
H 2.605 0.323 -2.034
H 1.495 1.053 2.097
H -1.838 -5.654 -2.725
*
```

ΔE to the lowest compared entry with this formula, charge and spin = 5.007 eV
⟨S²⟩ = 2.101
gap between HOMO and LUMO (spin up / spin down) = 6.290 / 6.704 eV
HOMO (spin up / spin down) = -13.050 / -13.449 eV

---

14 unconnected molecules or ions with the total composition C47H91BFNO34S4 at a distorted geometry. Source: the Open Molecules 2025 dataset; level of theory: ωB97M-V/def2-TZVPD.

ORCA input file:
```
! RIJCOSX wB97M-V def2-TZVPD def2/J DEFGRID3
* xyz 0 1
S 3.083 4.828 2.522
S -2.623 -0.938 4.211
S -4.627 2.656 0.394
S 5.053 -1.591 -2.700
F 1.473 -4.030 -3.058
O -3.449 5.413 5.116
O 4.471 -2.441 -7.916
O -7.067 -2.986 1.701
O -4.129 -4.664 5.013
O 3.062 3.384 2.149
O -3.004 6.867 3.440
O 6.181 2.201 -0.444
O -3.582 1.576 0.626
O -2.004 3.915 6.340
O -1.981 -0.376 -3.463
O -2.162 -4.664 4.204
O -8.417 -1.204 1.557
O 5.150 0.379 0.373
O -2.049 4.404 2.137
O -3.941 -4.669 2.781
O 4.639 -0.246 -7.398
O 1.845 -3.357 2.270
O 2.924 -4.182 0.472
O 2.929 -1.468 -6.682
O 3.622 2.363 -4.758
O -2.749 3.478 4.039
O -2.165 0.303 -5.572
O 7.189 0.324 -0.557
O -4.654 2.765 8.173
O -1.919 3.549 8.570
O 3.689 3.398 -2.780
O 1.900 3.484 -4.143
O -1.641 -1.821 -5.034
O 3.870 -2.621 1.640
O 4.236 -0.405 -3.116
O -4.235 3.315 6.008
O -1.390 -0.098 4.320
O -6.288 -0.893 1.394
O 1.111 -0.013 -1.631
N 0.263 1.214 0.874
C -2.080 -4.612 -3.174
C -2.517 -3.839 -2.116
C -0.408 2.385 0.198
C 2.111 5.136 4.030
C -3.949 3.167 7.304
C -1.609 -2.988 -1.482
C -3.926 0.343 4.119
C 1.961 0.955 -1.029
C -5.539 -4.533 4.948
C 3.937 -1.809 2.814
C 1.207 4.353 -3.271
C -1.154 -4.714 3.206
C -3.033 5.767 3.901
C 1.240 -0.028 -3.040
C -0.743 -4.589 -3.621
C 4.121 -2.415 -1.325
C -1.947 -0.582 -4.773
C -0.260 -3.126 -1.749
C 5.784 -0.091 -8.202
C -0.693 0.030 0.719
C 0.243 1.513 2.364
C -5.717 2.484 1.800
C 4.647 5.048 3.421
C 1.684 0.949 0.441
C -3.007 -1.393 5.937
C -0.220 -1.281 1.293
C -2.297 0.907 -2.964
C 1.999 -5.245 0.330
C 3.114 3.085 -3.791
C -2.478 3.593 7.516
C 2.804 -3.415 1.552
C -3.429 -4.672 3.861
C 2.437 -0.277 -6.073
C 4.907 -2.755 -4.049
C 5.160 3.081 -0.012
C 4.034 -1.450 -7.415
C -2.499 4.490 3.247
C 0.149 -3.876 -2.832
C 5.030 2.070 -4.728
C 6.095 0.928 -0.148
C 7.340 -1.058 -0.221
C -5.633 2.060 -0.975
C -7.258 -1.799 1.579
C -4.981 -1.393 1.146
C 0.409 3.670 0.247
C -1.274 -2.224 -6.345
C -9.587 -1.975 1.723
B -3.130 4.001 5.355
H 5.703 -2.560 -4.769
H 0.768 0.720 2.888
H 3.093 -1.126 2.904
H 0.683 4.046 1.230
H -3.775 0.973 4.994
H 7.585 -1.228 0.826
H 5.273 1.845 -3.695
H 5.931 0.963 -8.427
H -3.582 -3.795 -1.930
H 1.723 -5.709 1.277
H -0.615 2.075 -0.829
H 1.105 -4.852 -0.159
H 0.908 0.911 -3.506
H -0.867 -0.037 -0.355
H 2.350 1.697 0.877
H -1.415 2.605 0.552
H -5.705 0.976 -0.905
H -2.724 -5.171 -3.842
H 4.643 5.888 4.119
H 0.759 2.455 2.512
H -5.267 2.375 -1.948
H 1.752 1.935 -1.474
H 3.052 -2.530 -1.513
H -1.690 0.265 1.094
H 2.262 0.538 -6.775
H 4.261 -1.746 -0.478
H 0.108 -1.177 2.335
H -0.182 4.457 -0.226
H -9.729 -2.622 0.854
H 4.155 2.685 -0.147
H -4.707 -2.282 1.717
H -10.454 -1.320 1.746
H -6.171 1.494 1.844
H 3.014 0.735 -1.236
H 1.914 -0.017 0.887
H 1.233 4.485 4.110
H 1.926 5.016 -2.790
H -4.933 -0.066 4.061
H -1.375 -3.307 -6.389
H 6.485 -1.626 -0.577
H -1.487 -5.268 2.328
H -0.285 -5.143 3.697
H -6.617 2.509 -0.817
H 0.465 -2.541 -1.197
H 0.626 -1.725 0.771
H -4.334 -0.609 1.540
H 0.584 -0.842 -3.347
H 3.990 -2.391 3.734
H 4.874 -1.277 2.672
H -5.874 -3.495 4.873
H 2.446 -5.999 -0.313
H -2.051 -2.342 -0.736
H -0.183 -2.214 -6.474
H 1.707 6.147 3.982
H 5.313 3.292 1.043
H 4.514 -3.408 -1.105
H -3.687 0.948 3.244
H 1.469 -0.483 -5.619
H -3.222 1.278 -3.408
H 8.204 -1.393 -0.792
H -1.722 -1.599 -7.107
H 3.919 -2.647 -4.491
H -5.935 -4.974 4.031
H -4.056 -1.702 5.954
H -0.903 -2.113 1.471
H 5.573 2.914 -5.154
H -5.905 -5.007 5.852
H -9.612 -2.624 2.597
H -6.488 3.250 1.859
H -0.796 1.517 2.675
H 5.726 -0.616 -9.156
H 4.939 4.191 4.026
H -4.726 -1.580 0.103
H 0.572 3.761 -2.607
H -2.950 -0.550 6.626
H 5.161 -3.759 -3.702
H 5.128 4.010 -0.577
H -1.519 1.621 -3.249
H 5.158 1.216 -5.386
H 3.105 0.073 -5.291
H -0.834 -3.731 2.857
H -2.353 0.891 -1.879
H 0.498 5.005 -3.785
H -0.504 -5.189 -4.486
H 1.300 3.599 -0.381
H 6.706 -0.441 -7.732
H 2.599 4.925 4.981
H 2.281 -0.167 -3.346
H 5.393 5.280 2.660
H -5.005 2.603 2.618
H -2.363 -2.192 6.295
*
```

gap between HOMO and LUMO = 9.183 eV
HOMO = -9.004 eV

---

A gas-phase ion, C2H9N5 (charge +2) at a distorted geometry. Source: the Open Molecules 2025 dataset; level of theory: ωB97M-V/def2-TZVPD.

ORCA input file:
```
! RIJCOSX wB97M-V def2-TZVPD def2/J DEFGRID3
* xyz 2 1
N 0.571 1.136 -1.354
N 0.916 0.421 1.615
N -0.862 -0.638 -1.631
N -0.098 0.090 -0.798
N 1.672 1.356 1.660
C -0.186 -0.144 0.514
C -0.966 -1.223 1.097
H -1.932 -0.981 1.328
H -0.801 -2.212 0.545
H 2.526 1.276 2.334
H -0.669 -0.647 -2.565
H 0.506 1.177 -2.359
H -0.667 -1.471 2.176
H -1.568 -1.299 -1.444
H 1.123 1.757 -0.782
H 1.898 2.130 1.025
*
```

ΔE to the lowest compared entry with this formula, charge and spin = 7.514 eV
gap between HOMO and LUMO (spin up / spin down) = 7.894 / 7.892 eV
HOMO (spin up / spin down) = -18.946 / -18.945 eV

---

A molecular structure, C7H16OPS2 at a distorted geometry. Source: the Open Molecules 2025 dataset; level of theory: ωB97M-V/def2-TZVPD.

ORCA input file:
```
! RIJCOSX wB97M-V def2-TZVPD def2/J DEFGRID3
* xyz 1 1
S 3.985 1.796 0.619
S 3.097 -2.270 -0.030
P 2.438 -0.348 -0.319
O 2.468 -0.254 -1.901
C 0.633 -0.033 0.319
C -1.509 1.334 -0.181
C -0.082 -1.372 0.085
C -2.199 0.005 -0.320
C 0.040 0.925 -0.538
C -1.633 -1.205 0.350
C 0.732 0.407 1.681
H 3.488 -2.436 -1.297
H -1.991 2.094 -0.706
H -2.159 -2.024 -0.081
H 0.231 -2.346 0.545
H -0.118 0.087 2.186
H -3.239 -0.032 -0.172
H 2.812 1.828 1.322
H -1.959 -0.284 -1.417
H 0.603 1.434 1.756
H -1.785 -1.166 1.472
H 0.572 1.885 -0.616
H 2.607 0.541 -2.419
H 1.564 -0.057 2.222
H -0.139 0.506 -1.582
H -0.048 -1.616 -1.043
H -1.608 1.736 0.788
*
```

ΔE to the lowest compared entry with this formula, charge and spin = 1.763 eV
gap between HOMO and LUMO (spin up / spin down) = 7.424 / 7.424 eV
HOMO (spin up / spin down) = -13.525 / -13.527 eV